(1)
Below is a molecular structure, C22H22O12PdS4Se, with properties calculated with the ωB97M-V functional and the def2-TZVPD basis.

```
! wB97M-V def2-TZVPD RIJCOSX def2/J DEFGRID3
* xyz -2 1
Pd 0.381 -2.535 -0.349
O -2.628 -3.801 -3.152
S -2.605 -4.388 -1.829
O -3.165 -5.729 -1.760
O -1.350 -4.256 -1.103
C -3.819 -3.391 -0.902
C -5.088 -3.958 -0.802
C -6.132 -3.303 -0.172
C -5.927 -2.049 0.382
C -4.673 -1.468 0.294
C -3.622 -2.126 -0.340
S -2.068 -1.240 -0.319
O -1.246 -1.915 0.743
O -2.403 0.119 0.046
O -1.390 -1.412 -1.589
H -5.223 -4.942 -1.229
H -7.106 -3.776 -0.112
H -6.733 -1.522 0.878
H -4.487 -0.488 0.708
O 0.834 0.325 0.257
S 0.526 0.452 1.709
C -0.236 2.101 1.864
C 0.451 3.132 0.974
C -0.531 3.898 0.090
C -1.201 3.062 -1.013
S -0.455 3.406 -2.638
O -1.443 2.994 -3.676
C 0.842 2.179 -2.572
C 0.536 0.842 -2.774
C 1.539 -0.105 -2.656
C 2.829 0.290 -2.321
C 3.130 1.632 -2.134
C 2.134 2.590 -2.273
C 2.103 0.853 2.487
C 2.197 1.327 3.790
C 3.447 1.543 4.350
C 4.594 1.262 3.616
C 4.489 0.765 2.326
C 3.240 0.565 1.751
H -0.233 2.375 2.920
H -1.269 1.920 1.561
H 1.178 2.616 0.341
H 1.006 3.843 1.590
H -0.011 4.750 -0.363
H -1.312 4.334 0.722
H -2.243 3.351 -1.151
H -1.167 1.988 -0.816
H -0.484 0.545 -2.988
H 1.334 -1.161 -2.759
H 3.583 -0.472 -2.171
H 4.137 1.932 -1.868
H 2.346 3.644 -2.128
H 1.305 1.520 4.375
H 3.525 1.917 5.364
H 5.570 1.412 4.063
H 5.370 0.497 1.757
H 3.153 0.152 0.757
O 4.196 -2.184 0.021
Se 2.994 -3.264 0.071
O 2.024 -3.115 -1.325
O 1.784 -2.762 1.134
O 3.476 -4.769 0.343
*
```

## Properties
ΔE to the lowest compared entry with this formula, charge and spin (kcal/mol): 2.7
Gap between HOMO and LUMO (eV): 7.45
Highest occupied orbital energy (eV): -3.56

From a Mulliken analysis of the wavefunction, the atomic charges in e read: atom 1 (Pd): 1.306, atom 2 (O): -0.721, atom 3 (S): 1.305, atom 4 (O): -0.795, atom 5 (O): -0.556, atom 6 (C): -0.586, atom 7 (C): -0.634, atom 8 (C): -0.516, atom 9 (C): -0.580, atom 10 (C): -0.507, atom 11 (C): 0.104, atom 12 (S): 2.000, atom 13 (O): -0.836, atom 14 (O): -0.745, atom 15 (O): -0.668, atom 16 (H): 0.484, atom 17 (H): 0.347, atom 18 (H): 0.365, atom 19 (H): 0.440, atom 20 (O): 0.297, atom 21 (S): 0.365, atom 22 (C): -0.999, atom 23 (C): 0.201, atom 24 (C): -1.213, atom 25 (C): 0.159, atom 26 (S): 0.306, atom 27 (O): -0.671, atom 28 (C): 0.298, atom 29 (C): -0.503, atom 30 (C): -0.617, atom 31 (C): -0.402, atom 32 (C): -0.369, atom 33 (C): -0.500, atom 34 (C): 0.490, atom 35 (C): -0.544, atom 36 (C): -0.614, atom 37 (C): -0.452, atom 38 (C): -0.790, atom 39 (C): -0.061, atom 40 (H): 0.501, atom 41 (H): 0.586, atom 42 (H): -0.255, atom 43 (H): 0.412, atom 44 (H): 0.473, atom 45 (H): 0.368, atom 46 (H): 0.461, atom 47 (H): -0.460, atom 48 (H): 0.610, atom 49 (H): 0.526, atom 50 (H): 0.316, atom 51 (H): 0.385, atom 52 (H): 0.376, atom 53 (H): 0.346, atom 54 (H): 0.354, atom 55 (H): 0.355, atom 56 (H): 0.447, atom 57 (H): 0.249, atom 58 (O): -0.725, atom 59 (Se): 1.383, atom 60 (O): -0.765, atom 61 (O): -0.864, atom 62 (O): -0.665


(2)
Below is 2 unconnected molecules or ions with the total composition C4H6N2O2 in a non-equilibrium geometry, with properties calculated with the ωB97M-V functional and the def2-TZVPD basis.

```
! wB97M-V def2-TZVPD RIJCOSX def2/J DEFGRID3
* xyz 0 1
C -1.085 0.379 -1.226
C 0.179 -0.261 -0.623
C 0.628 0.099 1.848
C -0.911 0.171 0.261
H 0.457 1.549 -1.751
H -1.737 -0.280 -1.641
H 0.812 0.749 -0.409
H 1.711 -1.674 -0.301
H 1.079 0.459 2.836
H -1.466 -0.817 0.518
N 0.696 -1.480 -0.095
N 1.024 -1.000 1.272
O -0.910 1.323 -1.994
O -0.477 0.784 1.305
*
```

## Properties
ΔE to the lowest compared entry with this formula, charge and spin (kcal/mol): 211.3
Gap between HOMO and LUMO (eV): 8.86
Highest occupied orbital energy (eV): -9.02

From a Mulliken analysis of the wavefunction, the atomic charges in e read: atom 1 (C): -0.158, atom 2 (C): -0.231, atom 3 (C): 0.056, atom 4 (C): 0.299, atom 5 (H): 0.455, atom 6 (H): 0.429, atom 7 (H): 0.037, atom 8 (H): 0.337, atom 9 (H): 0.330, atom 10 (H): 0.250, atom 11 (N): -0.364, atom 12 (N): -0.464, atom 13 (O): -0.608, atom 14 (O): -0.369


Number 2 is which compound? C4H6N2O2


highest occupied orbital energy of number 2 (C4H6N2O2)? -9.02 eV


Which of these has the lowest highest occupied orbital energy? C4H6N2O2


Which value of highest occupied orbital energy does entry 2 give? -9.02 eV